Entry from the Open Molecules 2025 dataset: a 2-piece molecular cluster, C4H12NO3 overall in a non-equilibrium geometry (ωB97M-V with the def2-TZVPD basis set).

Geometry as XYZ:
```
20
C4H12NO3 ωB97M-V with the def2-TZVPD basis set
C -1.95836 -0.23509 1.31165
C -1.48145 -0.18561 -0.17091
C 1.28102 0.45144 0.26725
C -0.40270 -1.20777 -0.34636
N 1.61029 0.77873 -1.13916
O 2.09914 -0.45917 0.79289
O 0.00234 -1.30556 -1.65936
O -0.17337 -2.28559 0.38792
H -2.47705 0.78471 1.52946
H -1.10016 -0.26806 2.00949
H -2.63317 -1.03083 1.49900
H -2.39094 -0.36847 -0.86387
H -1.00032 0.87840 -0.34044
H 1.18479 1.29385 0.85728
H 2.48567 0.38336 -1.35426
H 1.53066 1.77105 -1.30656
H 0.91228 0.23260 -1.80968
H 3.03079 -0.23886 0.72582
H 0.42462 -2.12810 -1.73702
H -0.53399 -2.17080 1.24218
```

Properties
Max |F|   3.9 eV/Å
Lowest unoccupied orbital energy   -3.2811 eV
ΔE to the lowest compared entry with this formula, charge and spin   99.6 kcal per mole
Net charge   +1
Total energy   -439.71589 Eh
Gap between HOMO and LUMO   8.5 eV